(1)
Below is a gas-phase ion, C11H16ClN4 (charge +1), with properties calculated with the ωB97M-V functional and the def2-TZVPD basis.

```
32
Properties=species:S:1:pos:R:3:forces:R:3:nbo_charge:R:1
Cl -1.581 -3.314 4.548 -0.3941 0.1538 -0.2611 0.082
N -1.483 -1.706 2.433 -1.2478 -2.6177 0.6658 -0.196
N -0.867 -0.999 1.551 -0.7461 1.4169 -0.6137 -0.274
C -0.858 -2.142 3.524 -2.9648 -0.2525 -1.1800 0.135
C 0.275 -0.433 1.809 3.4760 -0.8750 1.0015 0.318
C 0.299 -1.621 3.873 5.4300 2.0249 2.9381 -0.223
C 0.994 -0.781 3.015 -1.1574 1.4590 -0.7994 -0.175
N 0.955 0.291 0.762 -1.7904 1.2144 2.1678 -0.479
C 1.480 -0.487 -0.308 0.6196 0.9481 -1.4680 -0.224
C 1.269 1.764 -0.990 1.1151 1.4630 0.0011 -0.429
C -1.188 -0.845 -1.664 -0.1069 -2.2606 1.6787 -0.436
C -0.833 0.975 -3.046 -0.3367 -0.3141 -3.0305 -0.428
C -0.893 1.236 -0.542 -2.8490 2.1071 0.3303 -0.271
C 0.313 1.499 0.211 2.7815 2.0043 0.0874 -0.059
C 1.040 0.340 -1.571 1.1533 1.2187 1.5612 -0.049
N -0.458 0.449 -1.717 -0.1614 -1.9512 -0.4609 -0.245
H 0.756 -1.726 4.916 -0.7830 -0.4686 -1.6365 0.257
H 1.940 -0.265 3.319 -0.9969 -0.6696 -0.4822 0.254
H 1.179 -1.489 -0.199 -0.6014 -1.3854 -0.4811 0.220
H 2.568 -0.478 -0.225 0.1648 -0.0869 -0.5901 0.222
H 2.307 1.946 -0.614 -0.7613 -0.3016 -0.5959 0.255
H 0.994 2.646 -1.703 0.2273 -1.6779 1.3300 0.238
H -1.013 -1.394 -0.667 0.1406 0.9080 -1.6499 0.272
H -2.211 -0.508 -1.559 -0.4052 -0.5037 -0.5094 0.228
H -1.008 -1.524 -2.549 -0.0863 1.0383 0.9767 0.242
H -1.140 2.041 -3.180 0.5174 -0.7922 0.8771 0.255
H 0.051 0.769 -3.749 -1.4591 0.3718 0.9150 0.240
H -1.709 0.323 -3.392 1.3156 1.3524 0.1994 0.246
H -1.421 2.188 -0.895 0.7764 -1.2980 0.5068 0.241
H -1.515 0.721 0.170 -0.9426 -0.7344 -0.6530 0.274
H 0.207 2.342 0.942 0.1849 -0.9249 -0.5436 0.257
H 1.551 0.182 -2.504 -0.1120 -0.5664 -0.2815 0.251
```
Positions in Å, forces in eV/Å.

## Properties
* energy relative to the best compared isomer or geometry (same formula, charge and spin): 175.84 kJ/mol
* gap between HOMO and LUMO: 9.54 eV
* 2S+1: 1
* SMILES: C[N+]1(C)C[C@@H]2C[C@H]1CN2c1ccc(Cl)nn1
* total energy: -1107.61837 hartree
* net charge: +1

---

(2)
Below is C11H16ClOP in the gas phase, with properties calculated with the ωB97M-V functional and the def2-TZVPD basis.

```
30
Properties=species:S:1:pos:R:3:forces:R:3:nbo_charge:R:1
C 3.390 1.841 -0.044 1.2529 1.4846 0.6615 -0.193
C 2.541 1.631 -1.087 0.1324 -1.8209 -2.6243 -0.229
C 3.161 1.255 1.169 0.4833 0.8222 1.7503 -0.222
C 1.454 0.732 -0.952 0.5834 1.8804 -0.6160 -0.185
C 2.032 0.503 1.321 -0.4699 -3.0991 2.7486 -0.185
C 1.183 0.188 0.277 -1.2520 0.3909 0.8286 -0.406
C -1.817 -0.050 -1.607 4.2705 -2.5171 1.1062 -0.592
C -2.941 -1.103 0.380 -0.0403 2.5193 -1.0573 -0.609
C -1.852 1.167 0.667 -0.5837 -1.1739 0.2902 -0.627
C 0.267 -2.423 -0.207 -0.0774 -2.4427 2.4383 -0.792
C -1.775 -0.187 -0.077 -0.1168 -0.7092 1.3931 -0.351
O -0.366 -1.196 2.176 -0.2003 0.2610 -0.2325 -1.082
P -0.254 -0.903 0.725 1.0994 -0.0971 -1.4460 1.936
Cl 1.901 -2.278 -0.841 0.3129 -0.6063 -0.7378 -0.014
H 4.229 2.552 -0.027 -0.2565 -0.4371 -0.8047 0.216
H 2.914 1.797 -2.144 -0.8617 0.6059 1.3579 0.219
H 3.835 1.520 2.028 -0.7946 -0.6172 -0.8984 0.221
H 0.829 0.624 -1.825 0.1947 -0.4649 0.0216 0.208
H 1.847 -0.152 2.272 0.3290 1.7860 -1.4602 0.244
H -1.852 -1.104 -2.012 0.0664 1.2459 -0.0522 0.210
H -2.633 0.472 -1.876 -3.0309 1.7269 -1.0003 0.211
H -0.904 0.500 -1.979 -1.2343 -0.7467 0.1850 0.208
H -3.124 -0.983 1.404 -0.1506 0.1742 1.5951 0.228
H -2.840 -2.126 0.200 0.1892 -1.6610 -0.7453 0.208
H -3.783 -0.644 -0.149 -0.3271 -0.6402 0.0610 0.207
H -1.278 1.130 1.572 -0.1488 -0.2038 0.9887 0.231
H -1.244 1.767 0.090 0.7776 2.1652 -1.4027 0.213
H -2.844 1.582 0.895 0.2490 -0.2407 -0.4483 0.223
H -0.449 -2.794 -0.933 0.1270 0.2349 -0.3911 0.237
H 0.369 -3.317 0.587 -0.5229 2.1806 -1.5090 0.269
```
Positions in Å, forces in eV/Å.

## Properties
* energy relative to the best compared isomer or geometry (same formula, charge and spin): 0.00 kJ/mol
* gap between HOMO and LUMO: 10.17 eV
* 2S+1: 1
* SMILES: CC(C)(C)[P@@](=O)(CCl)c1ccccc1
* total energy: -1305.50909 hartree

---

(3)
Below is a molecular structure, C11H16CoF6N3O13P2S3, with properties calculated with the ωB97M-V functional and the def2-TZVPD basis.

```
55
Properties=species:S:1:pos:R:3:forces:R:3:lowdin_spin:R:1
Co 0.452 -0.657 -0.644 0.0216 -0.1670 0.4180 1.933
O -1.009 -0.566 0.968 0.7943 0.4462 0.4470 0.008
N -0.590 -1.050 2.145 -0.1318 0.0304 -0.3479 -0.001
C -1.137 -0.461 3.227 -0.0071 -0.0499 0.1098 0.002
C -0.830 -0.859 4.493 0.0371 -0.0807 0.0524 0.000
C 0.079 -1.921 4.638 -0.1529 0.1330 0.3086 0.001
C 0.628 -2.501 3.540 0.1007 -0.0756 -0.5824 0.001
C 0.323 -2.072 2.209 -0.0634 0.0610 0.4330 0.003
S 1.014 -2.736 0.825 0.0127 0.0638 -0.0878 0.019
H -1.819 0.340 2.986 0.0076 -0.0222 -0.0276 0.000
H -1.277 -0.356 5.337 -0.0028 -0.0026 0.0163 0.000
H 0.343 -2.279 5.628 0.0135 0.0170 -0.0270 0.000
H 1.335 -3.314 3.623 0.0008 0.0051 -0.0054 0.001
C 2.126 4.339 -0.036 0.1565 0.0120 -0.0200 0.000
C 1.908 2.881 -0.398 -0.1325 -0.0342 0.0894 0.000
O 3.016 2.407 -1.199 -0.0309 0.1185 0.0530 0.000
P 0.478 2.682 -1.506 -0.1211 0.0557 0.2144 0.002
O 0.911 3.522 -2.815 -0.1980 -0.0601 -0.0010 0.001
O -0.721 3.576 -0.988 0.0109 -0.1445 -0.0068 0.000
O 0.158 1.273 -1.792 -0.0399 -0.1017 -0.1166 0.006
P 1.818 1.796 1.127 -0.1281 0.1697 0.0807 0.002
O 0.280 1.887 1.588 -0.0216 0.1776 -0.0985 -0.001
O 2.692 2.388 2.170 -0.0625 -0.1254 -0.1150 0.002
O 2.061 0.412 0.567 0.2813 0.0479 -0.0137 0.009
H 2.313 4.936 -0.933 -0.0210 -0.0143 0.0100 0.000
H 2.975 4.409 0.644 -0.0174 -0.0128 -0.0293 0.000
H 1.243 4.730 0.471 0.0241 -0.0231 -0.0073 0.000
H 3.042 1.448 -1.043 -0.0260 -0.0257 -0.0102 0.000
H 1.561 2.991 -3.290 0.1196 0.0184 0.0164 0.000
H -1.423 3.002 -0.590 0.1437 0.0173 -0.1041 0.000
H -0.288 1.215 1.151 0.0123 -0.1283 -0.0182 -0.001
F -4.842 0.552 -2.609 -0.0960 0.0000 -0.1314 0.000
C -3.653 0.992 -2.177 -0.0244 0.1069 0.2543 0.000
F -2.704 0.317 -2.796 0.1547 -0.0670 -0.1408 0.000
F -3.547 2.290 -2.509 -0.0480 0.0173 -0.1860 0.000
S -3.549 0.865 -0.342 0.3043 0.0825 0.2130 0.000
O -2.344 1.620 -0.045 -0.3631 -0.1676 -0.0084 -0.001
O -4.799 1.448 0.074 0.1183 -0.0095 0.0457 0.000
N -3.548 -0.637 0.018 0.6188 -0.6671 -0.0591 -0.001
S -2.496 -1.875 -0.177 -0.4986 0.2208 -0.7790 0.001
O -2.438 -2.726 0.988 0.1253 0.3944 -0.2726 -0.001
O -1.450 -1.778 -1.200 -0.8287 0.1483 0.7856 0.007
C -3.690 -2.869 -1.163 -0.0722 -0.0284 -0.1019 0.002
F -4.803 -3.153 -0.475 -0.1770 -0.0415 0.0281 0.001
F -4.063 -2.269 -2.304 -0.0026 -0.0029 0.0044 0.000
F -3.123 -4.039 -1.495 0.0272 -0.1733 -0.0858 0.000
C 3.314 -3.061 -2.507 0.0340 -0.0873 -0.0291 0.001
C 2.905 -1.775 -1.837 0.1222 0.2222 0.2742 0.004
N 3.682 -1.332 -0.812 -0.1503 -0.1614 0.0046 0.001
O 1.908 -1.170 -2.205 0.0902 -0.1136 -0.3753 0.000
H 4.359 -3.316 -2.326 -0.0198 -0.0003 -0.0104 0.000
H 3.125 -2.980 -3.576 0.0011 -0.0103 -0.0042 0.000
H 2.677 -3.854 -2.109 0.0135 0.0240 -0.0022 0.000
H 4.226 -2.035 -0.337 0.0450 0.0242 -0.0567 0.000
H 3.193 -0.675 -0.181 0.0462 -0.0155 0.0028 0.000
```
Positions in Å, forces in eV/Å.

## Properties
* energy relative to the best compared isomer or geometry (same formula, charge and spin): 88.08 kJ/mol
* gap between HOMO and LUMO (spin up / spin down): 5.80 / 4.76 eV
* 2S+1: 3
* total energy: -5430.72408 hartree
* net charge: -2